1.
Computed, not measured: a cluster of 4 separate species, C3H14N2O3 in total at a distorted geometry, with ωB97M-V/def2-TZVPD.

Element x y z (Å)
C 1.788 -1.744 -0.988
C 1.019 -1.169 0.215
N -0.819 -0.574 2.098
C -1.151 -1.328 1.005
N -0.376 -1.573 0.011
H 2.856 -1.512 -1.026
H 1.614 -2.821 -0.990
H 1.318 -1.370 -1.896
H 1.454 -1.678 1.087
H 1.167 -0.097 0.333
H -0.106 0.141 1.984
H -1.629 -0.194 2.571
H -2.136 -1.772 0.978
H -0.819 3.202 -1.516
H -0.563 1.656 -1.630
O -0.232 2.514 -1.196
H 0.395 2.233 0.558
H 1.327 2.998 1.515
O 0.682 2.284 1.491
H -1.553 0.152 -2.771
H -1.106 -0.669 -1.526
O -0.929 0.183 -2.014

Summary:
net charge	-1
energy above the lowest of the compared OMol25 structures with the same formula, charge and spin	0.0	kJ/mol
2S+1	2
E_LUMO (spin up / spin down)	3.60 / 3.45	eV
frontier orbital gap (spin up / spin down)	2.611 / 9.528	eV
E	-12460.0760	eV

Atom charges from the natural (NBO) analysis, given in e for atoms 1 to 2: number 1, C, carries -0.6325; number 2, C, carries -0.2745

2.
Computed, not measured: a cluster of 4 separate species, C3H14N2O3 in total, with ωB97M-V/def2-TZVPD.

Element x y z (Å)
C 2.026 1.779 0.500
C 0.983 0.723 0.272
N -0.330 1.176 0.188
C 1.297 -0.576 0.300
N 0.278 -1.580 0.235
H 1.681 2.440 1.293
H 2.974 1.321 0.739
H 2.114 2.393 -0.395
H -0.391 2.125 -0.135
H -1.061 0.617 -0.247
H 2.331 -0.863 0.421
H -0.341 -1.522 1.040
H 0.713 -2.488 0.179
O -0.698 -1.606 -2.392
H -0.360 -1.526 -1.461
H 0.087 -1.771 -2.930
O -1.408 -0.644 2.477
H -1.496 -0.359 3.389
H -1.083 0.114 1.964
O -2.332 0.417 -1.643
H -1.745 -0.291 -1.999
H -3.240 0.123 -1.796

Summary:
net charge	0
energy above the lowest of the compared OMol25 structures with the same formula, charge and spin	4.1	kJ/mol
2S+1	1
E_LUMO	0.82	eV
frontier orbital gap	8.451	eV
E	-12461.1158	eV
SMILES	C/C(N)=C/N.O.O.O

Atom charges from the natural (NBO) analysis, given in e for atoms 1 to 2: number 1, C, carries -0.6338; number 2, C, carries 0.1516

3.
Computed, not measured: a cluster of 3 separate species, C3H14N2O3 in total at a distorted geometry, with ωB97M-V/def2-TZVPD.

Element x y z (Å)
N -1.138 -0.774 1.396
C -0.962 0.715 1.220
C 0.462 0.874 0.923
N 1.098 0.131 -0.131
C 2.567 -0.012 -0.169
O 3.048 -0.814 -1.097
H -1.434 -0.812 2.350
H -1.930 -1.008 0.839
H -1.459 1.366 2.054
H -1.473 1.281 0.397
H 0.812 1.879 0.648
H 1.229 0.686 1.881
H 0.911 -0.818 0.351
H 2.908 1.064 -0.221
H 2.948 -0.387 0.814
H 2.908 -1.726 -0.891
O -0.741 0.128 -2.186
H -0.522 0.551 -2.978
H 0.061 0.061 -1.557
O -3.166 -0.688 -0.854
H -2.331 -0.544 -1.281
H -3.793 -1.155 -1.507

Summary:
net charge	0
energy above the lowest of the compared OMol25 structures with the same formula, charge and spin	236.2	kJ/mol
2S+1	1
E_LUMO	0.81	eV
frontier orbital gap	10.284	eV
E	-12458.7096	eV
SMILES	NCCNCO.O.O

Atom charges from the natural (NBO) analysis, given in e for atoms 1 to 2: number 1, N, carries -0.8552; number 2, C, carries -0.2790

4.
Computed, not measured: a cluster of 4 separate species, C3H14N2O3 in total at a distorted geometry, with ωB97M-V/def2-TZVPD.

Element x y z (Å)
C 0.478 -1.054 0.681
C 1.944 -1.430 0.614
O 1.343 1.061 0.880
N -0.168 -0.911 -0.557
C 0.074 0.319 -1.210
N 1.360 0.681 -1.569
H -0.091 -1.718 1.294
H 0.378 -0.022 1.231
H 2.388 -1.607 1.588
H 2.523 -0.635 0.132
H 2.080 -2.327 0.045
H -1.275 -0.921 -0.520
H -0.655 0.432 -2.030
H -0.350 1.114 -0.489
H 1.632 1.242 -0.723
H 1.440 1.223 -2.401
H 1.481 1.814 1.481
H -2.357 1.820 1.409
O -1.723 1.200 1.051
H -3.560 -0.946 -0.366
H -2.162 0.598 0.331
O -2.730 -0.475 -0.385

Summary:
net charge	0
energy above the lowest of the compared OMol25 structures with the same formula, charge and spin	683.4	kJ/mol
2S+1	1
E_LUMO	-3.21	eV
frontier orbital gap	5.563	eV
E	-12454.0752	eV

Atom charges from the natural (NBO) analysis, given in e for atoms 1 to 2: number 1, C, carries -0.1791; number 2, C, carries -0.6288

5.
Computed, not measured: a cluster of 3 separate species, C3H14N2O3 in total at a distorted geometry, with ωB97M-V/def2-TZVPD.

Element x y z (Å)
N 0.779 1.534 1.857
C 1.363 1.818 0.554
C 1.361 0.583 -0.338
N -0.011 0.302 -0.831
C -0.122 -0.156 -2.200
O -0.822 -1.399 -2.302
H -0.238 1.529 1.861
H 1.018 0.596 2.176
H 2.404 2.050 0.758
H 0.861 2.641 0.065
H 2.075 0.579 -1.160
H 1.583 -0.248 0.327
H -0.651 1.063 -0.660
H -0.639 0.572 -2.834
H 0.877 -0.391 -2.563
H -1.763 -1.240 -2.164
O -1.718 -0.053 2.005
H -1.301 -0.933 2.029
H -2.658 -0.174 2.175
O -0.232 -2.157 0.922
H -0.908 -2.750 0.569
H -0.119 -1.413 0.309

Summary:
net charge	0
energy above the lowest of the compared OMol25 structures with the same formula, charge and spin	78.3	kJ/mol
2S+1	1
E_LUMO	0.58	eV
frontier orbital gap	9.458	eV
E	-12460.3467	eV
SMILES	NCCNCO.O.O

Atom charges from the natural (NBO) analysis, given in e for atoms 1 to 2: number 1, N, carries -0.8409; number 2, C, carries -0.2286

6.
Computed, not measured: a cluster of 4 separate species, C3H14N2O4S in total at a distorted geometry, with ωB97M-V/def2-TZVPD.

Element x y z (Å)
N 0.191 -0.272 -2.774
C 0.636 0.362 -1.653
O 0.562 1.572 -1.546
C 1.148 -0.583 -0.566
N 2.023 -0.017 0.417
C -0.061 -1.284 0.080
S 0.389 -2.593 1.253
H 0.181 -1.274 -2.861
H -0.079 0.248 -3.592
H 1.707 -1.386 -1.062
H 2.983 0.013 0.121
H 1.751 0.877 0.796
H -0.729 -1.659 -0.658
H -0.594 -0.545 0.651
H 1.553 -2.028 1.603
O -2.848 -0.080 -0.414
H -3.673 -0.504 -0.125
H -3.027 0.288 -1.290
O -1.926 1.757 1.744
H -1.459 1.141 2.308
H -2.558 1.281 1.188
O 0.738 2.907 1.487
H -0.098 3.348 1.669
H 0.685 2.778 0.519

Summary:
net charge	0
energy above the lowest of the compared OMol25 structures with the same formula, charge and spin	0.2	kJ/mol
2S+1	1
E_LUMO	0.17	eV
frontier orbital gap	8.957	eV
E	-25344.2800	eV
SMILES	NC(=O)[C@@H](N)CS.O.O.O

Atom charges from the natural (NBO) analysis, given in e for atoms 1 to 2: number 1, N, carries -0.8327; number 2, C, carries 0.6692

7.
Computed, not measured: a structure of composition C3H14N5 at a distorted geometry, with ωB97M-V/def2-TZVPD.

Element x y z (Å)
C -2.316 -0.537 -0.194
C 1.411 -0.089 0.223
C 0.097 0.767 0.313
N 2.109 0.232 -1.068
N 1.170 -1.533 0.480
N 0.317 1.941 -0.368
N -0.446 0.772 1.554
N -0.994 -0.344 -0.731
H -2.343 -1.253 0.678
H -2.976 0.349 -0.099
H -2.912 -1.257 -1.005
H 2.133 0.428 1.027
H 1.946 -0.424 -1.900
H 3.035 0.114 -0.792
H 0.610 -1.545 1.378
H 2.001 -2.119 0.461
H 1.041 1.901 -1.114
H -0.524 2.600 -0.536
H -1.027 1.583 1.897
H -0.745 -0.079 1.907
H -1.133 -0.324 -1.675
H -0.453 -1.182 -0.437

Summary:
net charge	+1
energy above the lowest of the compared OMol25 structures with the same formula, charge and spin	261.1	kJ/mol
2S+1	1
E_LUMO	-2.78	eV
frontier orbital gap	11.011	eV
E	-10781.0706	eV

Atom charges from the natural (NBO) analysis, given in e for atoms 1 to 2: number 1, C, carries -0.4595; number 2, C, carries 0.0625

8.
Computed, not measured: a cluster of 4 separate species, C3H14N6O4 in total at a distorted geometry, with ωB97M-V/def2-TZVPD.

Element x y z (Å)
N 0.125 -2.138 -3.042
C 0.826 -1.695 -4.053
N 0.686 -0.441 -4.119
O 1.549 -2.370 -4.758
H 0.292 -3.123 -2.894
H -0.643 -1.679 -2.574
H 1.398 0.119 -4.566
H 0.168 0.014 -3.380
N -1.212 -1.772 3.319
C -1.839 -0.713 3.551
N -3.089 -0.892 3.767
O -1.418 0.370 3.397
H -0.214 -1.750 3.162
H -1.616 -2.686 3.462
H -3.682 -0.129 4.061
H -3.491 -1.815 3.695
N 2.868 1.812 0.834
C 2.067 2.503 0.018
N 2.374 3.718 0.071
O 1.099 2.134 -0.638
H 2.536 0.859 0.794
H 3.627 2.220 1.361
H 3.154 3.784 0.708
H 1.798 4.405 -0.395
O -2.452 -0.362 -0.967
H -3.040 -0.647 -0.268
H -1.871 0.273 -0.548

Summary:
net charge	0
energy above the lowest of the compared OMol25 structures with the same formula, charge and spin	326.7	kJ/mol
2S+1	1
E_LUMO	0.34	eV
frontier orbital gap	9.646	eV
E	-20468.9288	eV
SMILES	NC(N)=O.NC(N)=O.NC(N)=O.O

Atom charges from the natural (NBO) analysis, given in e for atoms 1 to 2: number 1, N, carries -0.8479; number 2, C, carries 0.7426